No. 1
16
Properties=species:S:1:pos:R:3 method="wB97M-V/def2-TZVPD" homo_energy_ha=-0.318 total_charge=0 e_above_lowest_ev=1.173 homo_lumo_gap_ev=9.2954 e_lumo_ev=0.63 smiles=CNC.O.O
C -0.416 -2.039 0.207
N 0.053 -0.683 0.436
C 1.298 -0.521 1.185
H 0.199 -2.718 0.783
H -0.396 -2.290 -0.855
H -1.456 -2.114 0.526
H 0.103 -0.033 -0.330
H 1.139 -0.885 2.201
H 2.134 -1.061 0.723
H 1.539 0.537 1.226
O -2.486 0.638 -0.421
H -2.577 0.577 -1.377
H -1.567 0.372 -0.248
O 1.026 3.191 -1.064
H 0.424 3.945 -0.968
H 0.981 3.084 -2.024

---

No. 2
18
Properties=species:S:1:pos:R:3 method="wB97M-V/def2-TZVPD" homo_energy_ha=-0.303 total_charge=0 e_above_lowest_ev=2.362 homo_lumo_gap_ev=8.6645 e_lumo_ev=0.42 smiles=NCCSS.O.O
N -0.039 2.713 1.333
C 0.594 1.486 1.677
C -0.038 0.414 0.989
S 0.948 -1.140 1.016
S 1.390 -2.149 -0.492
H 0.371 3.574 1.711
H -0.966 2.679 1.602
H 1.642 1.589 1.041
H 0.845 1.247 2.793
H -1.073 0.051 1.286
H -0.337 0.799 -0.111
H 2.147 -1.454 -1.270
O -3.088 -0.295 -1.568
H -3.275 -0.365 -0.692
H -2.533 0.400 -1.796
O -1.285 1.511 -2.520
H -1.486 2.454 -2.238
H -0.816 1.535 -3.332

---

No. 3
18
Properties=species:S:1:pos:R:3 method="wB97M-V/def2-TZVPD" homo_energy_ha=-0.322 total_charge=0 e_above_lowest_ev=0.987 homo_lumo_gap_ev=8.9664 e_lumo_ev=0.21 smiles=NCCSS.O.O
N -1.626 0.917 1.261
C -0.395 1.399 0.553
C 0.922 0.587 0.836
S 2.388 1.067 -0.145
S 3.488 -0.638 0.371
H -2.378 1.635 1.133
H -1.952 0.096 0.693
H -0.207 2.482 0.766
H -0.542 1.265 -0.549
H 0.592 -0.450 0.824
H 1.188 0.859 1.874
H 2.370 -1.413 0.478
O -2.095 -1.552 -0.684
H -2.363 -2.267 -1.257
H -1.478 -0.996 -1.222
O 0.466 -1.324 -1.668
H 0.231 -0.431 -1.843
H 1.391 -1.234 -1.423

---

No. 4
17
Properties=species:S:1:pos:R:3 method="wB97M-V/def2-TZVPD" homo_energy_ha="0.044 / -0.220" total_charge=-1 e_above_lowest_ev=1.399 homo_lumo_gap_ev="1.7851 / 9.1340" e_lumo_ev="2.98 / 3.16" spin_multiplicity=2
C -0.827 -0.303 0.828
C 1.037 0.920 -0.105
N 0.432 0.416 0.886
H -0.959 -1.001 1.648
H -1.604 0.464 0.883
H -0.938 -0.846 -0.120
H 1.994 1.330 0.220
H 0.521 1.209 -1.025
H 5.463 1.616 -0.927
H 4.456 0.795 -0.084
O 4.529 1.324 -0.890
H -3.790 0.491 6.249
H -2.398 0.277 5.799
O -2.991 0.990 6.024
H -1.207 -1.941 -6.662
H -2.061 -2.953 -5.925
O -1.658 -2.789 -6.800

---

No. 5
17
Properties=species:S:1:pos:R:3 method="wB97M-V/def2-TZVPD" homo_energy_ha=-0.368 total_charge=0 e_above_lowest_ev=1.847 homo_lumo_gap_ev=10.8222 e_lumo_ev=0.80 smiles="C=NC.O.O.O"
C -1.318 1.844 0.138
N -1.485 0.614 -0.067
C -2.850 0.158 -0.348
H -0.427 2.313 0.572
H -2.247 2.420 0.325
H -2.825 -0.157 -1.391
H -3.596 0.931 -0.138
H -3.104 -0.721 0.226
O -1.081 -1.515 2.285
H -0.657 -1.875 1.484
H -0.726 -0.601 2.251
O 0.874 -1.202 0.252
H 0.752 -0.396 -0.226
H 0.411 -2.005 0.078
O 5.934 0.084 -2.162
H 6.170 0.822 -1.578
H 6.174 -0.715 -1.701

---

No. 6
18
Properties=species:S:1:pos:R:3 method="wB97M-V/def2-TZVPD" homo_energy_ha=-0.369 total_charge=0 e_above_lowest_ev=0.705 homo_lumo_gap_ev=10.3996 e_lumo_ev=0.35 smiles="CC(N)=O.O.O.O"
C -1.315 0.871 1.070
C -0.882 -0.542 0.810
N 0.182 -0.949 1.552
O -1.396 -1.251 -0.039
H -0.936 1.221 2.029
H -2.405 0.897 1.125
H -1.043 1.605 0.321
H 0.668 -0.321 2.150
H 0.527 -1.873 1.365
O 3.127 0.826 -0.258
H 2.735 1.709 -0.216
H 3.422 0.774 -1.172
O -2.258 -4.160 -1.569
H -2.650 -4.859 -1.074
H -2.000 -3.590 -0.825
O 1.755 3.159 -1.597
H 1.042 2.523 -1.646
H 1.427 3.961 -2.027

---

| no. | largest force on an atom (eV/A) | E_tot (eV) | M (g mol⁻¹) |
| --- | --- | --- | --- |
| 1 | 1.228 | -7836.7539 | 81.12 |
| 2 | 7.025 | -29505.7951 | 145.25 |
| 3 | 3.139 | -29507.1695 | 145.25 |
| 4 | 1.937 | -9882.3029 | 97.11 |
| 5 | 2.934 | -9883.3528 | 97.11 |
| 6 | 1.413 | -11933.0523 | 113.11 |